The following is a quantum chemistry calculation of 5 unconnected molecules or ions with the total composition C39H71BF12NO14P2, from the OMol25 dataset.

Properties
net charge: +1
HOMO level: -11.6 eV

```
140
Properties=species:S:1:pos:R:3:forces:R:3
C 4.552167 0.134825 3.925999 0.1 0.1 0.0
C 3.150220 0.703173 3.870913 0.6 -0.2 0.0
O 3.206262 1.948995 3.181826 -0.2 0.1 -0.1
C 1.925614 2.531125 2.968813 0.6 -0.4 0.5
C 1.720902 2.552851 1.464521 -0.1 0.0 -0.1
C 0.448869 3.133509 0.805119 0.1 0.1 -0.4
C 0.451198 4.683095 0.502199 -0.2 0.1 0.2
C 1.581695 5.452667 1.213823 -0.2 0.5 0.0
C 2.866330 5.796318 0.426182 0.3 -0.2 -0.2
C 3.309074 4.782048 -0.641855 0.1 -0.1 0.1
O 2.806280 7.110781 -0.115547 -0.1 0.0 0.1
C -0.909131 5.382517 0.729648 0.0 -0.2 0.0
B -1.121062 6.758325 -0.072245 0.2 0.3 0.4
O -2.263244 7.473145 0.271087 0.1 -0.3 -0.3
C -0.171157 7.379291 -1.149507 -0.8 0.4 -0.4
C -0.963626 8.278237 -2.137796 0.2 -0.3 0.6
C -2.125027 4.543926 0.300817 0.5 0.9 -0.6
N -1.913467 3.058046 0.274264 -0.6 0.3 0.5
C -3.247324 2.361511 0.211138 -0.7 -0.5 -0.7
C -3.333101 1.468066 -1.019933 -0.1 -0.3 0.0
C -4.559875 0.547891 -0.952307 0.2 -0.1 0.3
C -4.357677 -0.602929 0.036925 -0.5 -0.2 -0.3
C -3.335647 -1.642203 -0.415945 0.2 0.0 0.4
C -2.850193 -2.602508 0.704226 -0.2 0.2 -0.4
C -3.650555 -2.586548 1.988124 0.6 -0.6 0.5
O -3.232064 -1.496601 2.809803 -0.4 0.5 -0.6
C -4.261670 -0.932136 3.591706 0.1 0.0 0.4
C -0.913129 2.593184 1.339173 -0.1 -0.1 -0.6
P -0.747442 0.700943 1.240542 0.6 -0.3 1.0
O 0.113721 0.135977 2.292365 0.2 0.0 0.0
P -1.328794 2.910141 3.165559 -0.1 -0.6 0.9
C -3.042325 3.567939 3.253696 0.3 0.1 0.1
O -0.531244 4.273311 3.636331 -0.1 0.0 -0.5
H 5.189741 0.749159 4.559999 0.1 0.0 0.0
H 4.531485 -0.874252 4.334921 0.0 0.0 0.0
H 4.998862 0.095349 2.933557 0.0 0.0 -0.1
H 2.495421 0.000182 3.352011 -0.2 0.1 0.0
H 2.803504 0.875079 4.893776 -0.3 -0.1 0.0
H 1.940921 3.508788 3.454149 0.0 0.1 -0.1
H 1.183581 1.923515 3.489068 -0.2 0.1 -0.2
H 2.580422 3.058428 1.030529 0.0 0.1 0.0
H 1.828091 1.517663 1.138505 0.0 -0.1 0.1
H 0.501199 2.682913 -0.197327 0.0 -0.1 0.0
H 0.621650 4.802482 -0.569459 0.2 -0.3 -0.1
H 1.895766 4.978478 2.140934 -0.1 -0.2 0.0
H 1.178623 6.419228 1.528716 0.1 0.1 0.0
H 3.669701 5.852187 1.159993 0.0 0.1 0.1
H 3.669053 5.302058 -1.528603 0.0 0.1 0.0
H 2.536953 4.082012 -0.958805 -0.1 0.0 0.0
H 4.147390 4.193147 -0.272381 0.0 -0.1 0.0
H 2.551740 7.066374 -1.039085 -0.1 0.0 -0.1
H -1.039021 5.647439 1.781669 0.0 -0.1 0.1
H -3.081265 7.133317 -0.097236 -0.3 0.2 0.2
H 0.505605 8.044794 -0.604600 0.4 -0.3 0.0
H 0.393634 6.641752 -1.721150 0.3 -0.1 0.2
H -0.332293 8.582265 -2.967675 -0.1 0.1 -0.1
H -1.845322 7.754354 -2.504949 0.0 0.1 -0.3
H -1.306787 9.159478 -1.603060 -0.1 0.1 -0.1
H -2.988173 4.807530 0.896512 -0.1 -0.3 0.2
H -2.378018 4.803654 -0.733725 -0.2 -0.3 -0.1
H -1.501711 2.868858 -0.642565 0.3 -0.1 0.1
H -3.456951 1.767500 1.092525 0.4 0.1 0.2
H -4.045360 3.096787 0.131939 0.2 0.3 0.2
H -3.360214 2.063136 -1.935194 0.1 0.1 0.0
H -2.457741 0.815469 -1.073058 0.2 0.1 -0.1
H -4.756484 0.134423 -1.940651 0.0 0.1 -0.1
H -5.446116 1.105500 -0.640466 0.0 0.2 -0.2
H -5.323428 -1.100638 0.146943 0.0 0.0 0.1
H -4.132137 -0.223620 1.033426 0.2 0.0 0.0
H -3.757325 -2.225003 -1.234093 0.0 0.1 -0.1
H -2.455971 -1.131418 -0.814506 0.0 -0.1 -0.2
H -1.809546 -2.370037 0.929676 0.0 -0.2 0.2
H -2.859515 -3.621246 0.319651 0.1 0.0 0.0
H -4.728384 -2.597216 1.815097 -0.1 0.3 0.0
H -3.423758 -3.505528 2.530957 -0.1 0.0 0.1
H -4.390888 -1.481411 4.527295 -0.1 -0.1 0.0
H -5.216568 -0.898636 3.060067 0.0 -0.1 -0.1
H -3.980513 0.089235 3.856114 0.1 0.0 0.0
H -0.174115 0.538120 -0.043105 -0.5 0.1 -0.3
H -2.028156 0.128592 1.308286 -0.1 0.2 -0.5
H -3.152273 4.576053 2.859936 -0.1 0.0 -0.1
H -3.206253 3.636815 4.329744 0.0 0.0 0.0
H -3.780898 2.868823 2.873055 -0.1 0.0 -0.1
H 0.144218 4.556588 3.010095 0.1 0.1 0.2
C 2.714066 -5.487452 0.044024 -0.3 -0.1 -0.1
C 2.684136 -4.317295 -0.914782 0.4 -0.3 0.4
O 1.847959 -4.611782 -2.059531 0.0 0.0 -0.1
C 0.558220 -4.413968 -1.885766 0.3 0.1 0.1
O 0.022879 -3.999306 -0.899167 -0.3 0.1 0.0
C -0.203482 -4.738671 -3.184460 -0.1 -0.1 0.0
F 0.213529 -5.881010 -3.725905 0.1 -0.1 -0.1
F -0.013793 -3.758016 -4.078800 0.0 0.1 -0.1
F -1.506603 -4.837048 -2.949583 -0.1 0.0 0.1
H 3.031594 -6.394131 -0.471197 0.1 0.0 0.0
H 3.407643 -5.284014 0.858910 0.0 0.0 0.0
H 1.727840 -5.675974 0.468188 0.0 0.1 0.1
H 3.673251 -4.136688 -1.317422 0.0 0.0 -0.2
H 2.341272 -3.407893 -0.430890 -0.2 0.0 0.0
C -4.833953 -8.630536 6.437306 -0.2 0.1 -0.1
C -3.793318 -8.192220 5.431498 0.2 -0.3 0.4
O -4.409884 -7.605512 4.263479 0.0 0.0 -0.1
C -4.759420 -6.337012 4.365483 0.1 -0.2 0.1
O -4.622319 -5.618894 5.310266 0.0 0.2 0.0
C -5.357772 -5.859357 3.029865 -0.2 0.0 -0.1
F -6.216538 -6.741848 2.525233 0.0 -0.1 0.0
F -4.379778 -5.668704 2.131060 0.1 -0.1 -0.1
F -5.998395 -4.703928 3.186483 0.0 0.1 0.1
H -5.550968 -9.307731 5.973093 0.1 -0.1 0.0
H -4.355611 -9.142548 7.270971 0.0 0.0 0.0
H -5.386748 -7.776721 6.827725 0.1 0.0 0.0
H -3.233174 -9.046507 5.059067 -0.1 0.0 -0.2
H -3.083270 -7.489619 5.864943 -0.1 0.1 -0.1
C 4.445865 1.594990 -4.216388 0.0 -0.2 0.0
C 4.632602 1.925981 -2.753404 -0.1 0.3 -0.3
O 4.426143 0.747712 -1.944964 0.0 0.0 0.2
C 5.469776 -0.068138 -1.845070 -0.1 0.2 -0.1
O 6.548689 0.084290 -2.326729 0.1 -0.1 0.0
C 5.099926 -1.271153 -0.959546 0.0 -0.2 0.0
F 3.893142 -1.760939 -1.281700 0.0 0.3 -0.1
F 5.062627 -0.907644 0.326594 0.0 0.1 0.1
F 5.984696 -2.246901 -1.088922 0.1 0.0 -0.1
H 3.469811 1.136655 -4.378368 0.0 0.1 0.0
H 4.519601 2.492257 -4.830125 0.0 0.0 0.0
H 5.200987 0.886340 -4.551095 0.1 0.1 0.0
H 3.886638 2.645233 -2.418450 -0.1 -0.2 0.1
H 5.614759 2.351262 -2.553721 0.1 -0.2 0.0
C 1.859808 -5.761032 -6.920658 0.0 0.2 0.2
C 2.945026 -5.189974 -7.804719 -0.1 -0.5 -0.1
O 3.077274 -3.764283 -7.613027 0.1 0.1 0.0
C 3.798262 -3.383238 -6.573526 -0.1 -0.2 -0.2
O 4.346700 -4.082363 -5.775827 0.1 0.1 0.1
C 3.882764 -1.845963 -6.541330 0.0 0.1 0.0
F 2.692661 -1.279263 -6.764808 -0.1 0.0 0.0
F 4.727766 -1.405823 -7.475939 0.1 0.0 -0.1
F 4.320314 -1.427625 -5.356782 0.0 0.0 0.2
H 0.917148 -5.239049 -7.088289 0.0 -0.1 -0.1
H 1.719187 -6.819331 -7.136787 0.0 0.0 0.0
H 2.115974 -5.654918 -5.867789 0.1 -0.1 0.0
H 2.693783 -5.314460 -8.855322 0.0 0.2 0.0
H 3.903758 -5.675671 -7.630514 0.1 0.1 0.1
```
Positions in Å, forces in eV/Å.

Atom charges from the Mulliken analysis, given in e for atoms 1 to 6:
1. C -1.33
2. C 0.17
3. O -0.44
4. C -0.78
5. C -1.79
6. C -0.88